# 1
Computed, not measured: a 10-piece molecular cluster, C47H59N7O3 overall, with wB97M-V/def2-TZVPD.

Last column: Löwdin charge in e.
Geometry (Å):
C -3.44 2.71 3.64  -0.235
C -2.83 3.57 2.65  -0.200
C -3.76 3.30 1.43  -0.148
O -5.02 2.89 1.99  -0.098
C -4.90 2.93 3.36  -0.275
H -3.31 2.94 4.70  0.119
H -3.30 1.65 3.41  0.130
H -1.76 3.39 2.53  0.076
H -3.01 4.61 2.92  0.117
H -3.47 2.47 0.78  0.111
H -3.80 4.26 0.92  0.105
H -5.43 2.13 3.88  0.124
H -5.19 3.85 3.86  0.120
C -0.09 -1.42 0.78  -0.173
C 0.21 -0.07 0.32  -0.190
C -1.11 0.60 -0.13  -0.122
O -2.07 -0.53 -0.10  -0.153
C -1.35 -1.73 -0.01  -0.236
H -0.44 -1.38 1.82  0.112
H 0.74 -2.12 0.69  0.112
H 0.97 -0.05 -0.47  0.102
H 0.60 0.53 1.14  0.084
H -1.00 0.93 -1.16  0.083
H -1.41 1.42 0.53  0.092
H -1.20 -2.15 -1.00  0.120
H -1.89 -2.49 0.55  0.115
C 2.45 -7.27 0.52  -0.212
C 3.25 -6.30 -0.23  -0.169
C 2.83 -4.93 0.42  -0.213
O 2.43 -5.28 1.72  -0.155
C 2.27 -6.75 1.92  -0.142
H 2.82 -8.30 0.57  0.118
H 1.49 -7.37 0.00  0.115
H 3.07 -6.30 -1.30  0.114
H 4.32 -6.41 -0.01  0.114
H 2.02 -4.56 -0.21  0.105
H 3.67 -4.26 0.30  0.099
H 1.27 -6.95 2.29  0.095
H 3.02 -7.08 2.64  0.121
N -2.56 -0.63 -4.40  0.041
C -3.37 -1.55 -5.04  -0.156
C -4.53 -2.02 -4.47  -0.101
C -4.90 -1.64 -3.16  -0.055
C -4.04 -0.76 -2.45  -0.045
C -2.96 -0.18 -3.18  -0.125
H -3.12 -1.80 -6.06  0.092
H -5.25 -2.59 -5.05  0.092
H -5.85 -2.02 -2.79  0.096
H -4.25 -0.48 -1.43  0.092
H -2.28 0.59 -2.83  0.071
N 2.10 0.46 3.75  0.048
C 1.20 -0.12 4.54  -0.168
C 0.07 0.54 4.99  -0.062
C -0.22 1.83 4.55  -0.074
C 0.70 2.41 3.70  -0.084
C 1.82 1.70 3.25  -0.134
H 1.43 -1.15 4.77  0.101
H -0.60 0.12 5.73  0.102
H -1.10 2.37 4.88  0.088
H 0.55 3.43 3.39  0.093
H 2.64 2.08 2.64  0.099
N -1.05 -4.99 4.82  0.053
C -0.60 -4.60 3.58  -0.111
C -0.80 -5.42 2.46  -0.107
C -1.71 -6.49 2.51  -0.053
C -2.26 -6.82 3.81  -0.063
C -1.77 -6.12 4.92  -0.172
H -0.06 -3.67 3.42  0.093
H -0.32 -5.22 1.52  0.091
H -1.86 -7.06 1.60  0.095
H -2.99 -7.59 3.97  0.090
H -2.24 -6.42 5.84  0.095
N -3.31 4.24 -2.64  0.068
C -2.00 3.98 -2.66  -0.158
C -1.16 4.30 -3.72  -0.069
C -1.64 5.13 -4.70  -0.074
C -2.99 5.48 -4.70  -0.074
C -3.72 5.05 -3.62  -0.173
H -1.69 3.39 -1.81  0.075
H -0.17 3.88 -3.60  0.083
H -1.02 5.43 -5.53  0.103
H -3.47 6.13 -5.41  0.102
H -4.75 5.31 -3.41  0.101
N -0.48 4.04 0.40  0.074
C 0.83 3.83 0.08  -0.115
C 1.70 4.92 -0.05  -0.077
C 1.24 6.17 0.13  -0.125
C -0.03 6.44 0.46  -0.062
C -0.85 5.31 0.66  -0.129
H 1.19 2.81 0.04  0.084
H 2.72 4.65 -0.26  0.099
H 1.89 7.01 -0.07  0.113
H -0.37 7.46 0.46  0.110
H -1.84 5.56 1.02  0.090
N 7.26 -1.04 -0.92  0.051
C 6.39 -0.87 -1.95  -0.150
C 5.02 -0.96 -1.78  -0.095
C 4.50 -1.28 -0.55  -0.078
C 5.35 -1.74 0.45  -0.073
C 6.70 -1.50 0.24  -0.144
H 6.95 -0.74 -2.87  0.099
H 4.48 -0.93 -2.71  0.095
H 3.42 -1.40 -0.50  0.095
H 4.97 -2.03 1.42  0.105
H 7.42 -1.58 1.04  0.097
N 1.96 2.12 -2.71  0.068
C 1.32 1.35 -3.70  -0.112
C 1.93 0.86 -4.88  -0.066
C 3.31 1.08 -5.01  -0.052
C 3.99 1.86 -3.99  -0.070
C 3.31 2.20 -2.86  -0.192
H 0.25 1.32 -3.64  0.080
H 1.37 0.42 -5.69  0.102
H 3.82 0.78 -5.91  0.095
H 5.02 2.19 -3.99  0.099
H 3.73 2.72 -2.02  0.096

Computed properties:
relative energy (zero: lowest compared OMol25 entry of this formula, charge and spin)	14.8	kJ/mol
2S+1	1
SMILES	c1ccncc1.c1ccncc1.c1ccncc1.c1ccncc1.c1ccncc1.c1ccncc1.c1ccncc1.C1CCOC1.C1CCOC1.C1CCOC1
LUMO level	0.428	eV

# 2
Computed, not measured: C47H60N12O5PS2 as an isolated structure, with wB97M-V/def2-TZVPD.

Last column: Löwdin charge in e.
Geometry (Å):
C -0.28 6.06 1.12  0.055
C -0.56 5.00 0.56  -0.132
C -0.77 3.49 0.13  -0.214
S 0.64 2.46 0.79  0.598
O 0.36 2.29 2.26  -0.402
O 0.59 1.08 0.18  -0.440
N 2.13 3.23 0.65  -0.339
S 2.75 3.08 -0.92  0.421
O 3.95 3.96 -1.00  -0.378
O 1.77 3.50 -1.97  -0.427
P 3.41 1.08 -1.43  0.677
O 4.92 1.03 -1.66  -0.503
H 0.26 6.86 1.68  0.067
H -0.84 3.44 -1.00  0.103
H -1.72 3.09 0.61  0.101
H 3.12 0.17 -0.38  0.008
H 2.77 0.65 -2.63  0.022
N -2.66 8.31 4.33  -0.017
C -3.22 8.14 5.57  -0.143
C -3.30 6.80 5.82  -0.108
C -2.77 6.12 4.69  -0.101
C -2.38 7.08 3.79  -0.133
H -2.48 9.20 3.89  0.129
H -3.51 8.99 6.17  0.104
H -3.70 6.34 6.71  0.091
H -2.69 5.06 4.55  0.093
H -1.94 7.00 2.81  0.070
N 4.80 -4.46 -2.13  0.006
C 3.63 -4.33 -1.43  -0.160
C 3.47 -3.01 -1.09  -0.121
C 4.59 -2.31 -1.61  -0.123
C 5.39 -3.23 -2.25  -0.116
H 5.17 -5.32 -2.50  0.143
H 3.00 -5.20 -1.24  0.109
H 2.65 -2.60 -0.53  0.058
H 4.79 -1.25 -1.52  0.048
H 6.32 -3.11 -2.77  0.112
N -4.24 10.03 2.05  0.003
C -5.38 10.76 2.23  -0.141
C -5.43 11.72 1.26  -0.118
C -4.27 11.57 0.45  -0.117
C -3.56 10.51 0.96  -0.139
H -3.94 9.26 2.63  0.107
H -6.06 10.53 3.04  0.106
H -6.21 12.46 1.14  0.088
H -4.00 12.16 -0.41  0.089
H -2.63 10.07 0.65  0.107
N -0.62 -4.08 -3.32  -0.035
C -1.88 -3.53 -3.28  -0.184
C -1.86 -2.50 -2.38  -0.081
C -0.55 -2.41 -1.85  -0.080
C 0.20 -3.40 -2.45  -0.112
H -0.34 -4.86 -3.89  0.105
H -2.68 -3.92 -3.90  0.116
H -2.70 -1.87 -2.12  0.101
H -0.18 -1.71 -1.12  0.093
H 1.23 -3.68 -2.34  0.084
N -0.57 -1.70 -6.97  -0.004
C -0.08 -0.46 -7.30  -0.149
C 0.34 0.15 -6.15  -0.103
C 0.11 -0.75 -5.08  -0.091
C -0.45 -1.89 -5.61  -0.138
H -0.95 -2.37 -7.62  0.137
H -0.08 -0.13 -8.33  0.101
H 0.77 1.14 -6.08  0.094
H 0.33 -0.59 -4.04  0.086
H -0.77 -2.81 -5.15  0.065
N 5.45 -3.34 1.73  0.017
C 5.93 -2.11 1.40  -0.135
C 6.35 -1.49 2.55  -0.108
C 6.12 -2.39 3.62  -0.121
C 5.56 -3.53 3.08  -0.148
H 5.07 -4.01 1.08  0.127
H 5.93 -1.77 0.37  0.084
H 6.78 -0.50 2.62  0.091
H 6.33 -2.23 4.66  0.085
H 5.24 -4.45 3.54  0.100
N 0.49 -6.24 -5.97  0.002
C 1.35 -6.90 -5.13  -0.149
C 1.73 -8.06 -5.73  -0.109
C 1.08 -8.11 -7.00  -0.110
C 0.33 -6.97 -7.11  -0.138
H 0.05 -5.35 -5.78  0.119
H 1.61 -6.47 -4.17  0.103
H 2.40 -8.80 -5.32  0.092
H 1.16 -8.90 -7.73  0.091
H -0.31 -6.62 -7.91  0.105
N -1.78 -6.61 -1.61  0.016
C -2.32 -6.80 -0.37  -0.133
C -2.41 -8.16 -0.15  -0.120
C -1.89 -8.81 -1.30  -0.123
C -1.51 -7.83 -2.18  -0.148
H -1.60 -5.72 -2.04  0.100
H -2.60 -5.96 0.24  0.110
H -2.80 -8.63 0.74  0.087
H -1.81 -9.87 -1.46  0.086
H -1.06 -7.89 -3.17  0.095
N 1.86 2.00 4.65  0.019
C 2.54 0.82 4.74  -0.147
C 2.81 0.58 6.06  -0.124
C 2.26 1.66 6.80  -0.134
C 1.68 2.52 5.90  -0.149
H 1.53 2.43 3.79  0.093
H 2.78 0.26 3.85  0.106
H 3.34 -0.27 6.45  0.083
H 2.29 1.79 7.88  0.078
H 1.15 3.45 6.05  0.099
N 0.72 -1.30 2.25  0.036
C 0.17 -1.47 3.49  -0.143
C 0.06 -2.82 3.73  -0.118
C 0.58 -3.49 2.60  -0.118
C 0.99 -2.53 1.70  -0.140
H 0.91 -0.41 1.82  0.100
H -0.10 -0.62 4.09  0.109
H -0.34 -3.27 4.63  0.084
H 0.65 -4.56 2.45  0.083
H 1.43 -2.61 0.73  0.062
N -5.00 2.09 1.87  0.005
C -5.86 1.44 1.02  -0.146
C -6.58 2.39 0.34  -0.120
C -6.13 3.66 0.79  -0.117
C -5.16 3.44 1.73  -0.144
H -4.36 1.63 2.49  0.147
H -5.89 0.36 0.97  0.104
H -7.34 2.20 -0.40  0.086
H -6.48 4.63 0.46  0.088
H -4.56 4.13 2.31  0.100

Computed properties:
total charge	-1
2S+1	1
LUMO level	1.561	eV

no.,frontier orbital gap (eV)
1,9.70
2,7.18